Record 1
Entry from OMol25: C4H7N3 in the gas phase (ωB97M-V with the def2-TZVPD basis set).

Summary:
Structure (SMILES): Cc1cn(C)nn1
Energy relative to the best compared isomer or geometry (same formula, charge and spin) (kJ/mol): 133.5

Each line ends with the Löwdin charge.
Cartesian coordinates (Å):
C1 -0.23255 -2.16868 -0.92575  -0.05
C2 0.26696 -0.78132 -0.71722  -0.34
C3 0.57803 -0.17906 0.45804  -0.07
N1 0.57841 1.15639 0.19796  -0.19
C4 -0.16537 1.98564 1.14158  -0.04
N2 0.33346 1.35151 -1.12275  0.02
N3 0.18843 0.20194 -1.67833  0.05
H1 -0.28194 -2.41213 -1.98692  0.07
H2 0.37864 -2.90307 -0.39697  0.08
H3 -1.25117 -2.23215 -0.51937  0.08
H4 0.72149 -0.54160 1.46471  0.13
H5 -0.54601 2.84171 0.59171  0.08
H6 0.44944 2.28486 1.98927  0.08
H7 -1.01782 1.39596 1.50404  0.09

---

Record 2
Entry from OMol25: C4H7N3 in the gas phase (ωB97M-V with the def2-TZVPD basis set).

Summary:
Structure (SMILES): [H]/N=N\C#CNCC
Energy relative to the best compared isomer or geometry (same formula, charge and spin) (kJ/mol): 355.4

Each line ends with the Löwdin charge.
Cartesian coordinates (Å):
H1 3.03391 -1.59697 -0.95899  0.05
N1 3.86818 -1.00847 -0.75915  0.03
N2 3.53579 0.04528 -0.16774  -0.10
C1 2.24651 0.27066 0.12427  -0.11
C2 1.09824 0.46387 0.47760  -0.10
N3 -0.15306 0.63955 0.86168  -0.03
C3 -1.23872 -0.27100 0.51329  -0.25
C4 -2.17233 0.30291 -0.54525  -0.09
H2 -0.40055 1.51442 1.30019  0.14
H3 -0.78083 -1.20244 0.16899  0.12
H4 -1.79979 -0.50710 1.42506  0.11
H5 -1.63196 0.49523 -1.47667  0.08
H6 -2.61407 1.24652 -0.20607  0.07
H7 -2.99132 -0.39244 -0.75720  0.07

---

Record 3
Entry from OMol25: C4H7N3 in the gas phase at a distorted geometry (ωB97M-V with the def2-TZVPD basis set).

Summary:
Structure (SMILES): Nc1cc[nH]c1N
Energy relative to the best compared isomer or geometry (same formula, charge and spin) (kJ/mol): 38.0

Each line ends with the Löwdin charge.
Cartesian coordinates (Å):
N1 1.71454 -1.23080 0.03383  0.04
C1 0.38162 -0.70093 -0.09665  -0.32
C2 -0.91822 -1.29763 0.00315  -0.06
C3 -1.86262 -0.24400 0.01106  -0.14
N2 -1.14539 0.93845 -0.00071  0.03
C4 0.20916 0.68028 -0.07617  -0.35
N3 1.13694 1.76014 -0.07863  0.07
H1 1.84942 -1.61470 0.99838  0.09
H2 1.70734 -2.01754 -0.61804  0.07
H3 -1.12398 -2.35948 0.01620  0.09
H4 -2.97366 -0.21027 0.18253  0.11
H5 -1.55782 1.90804 0.06704  0.18
H6 2.04506 1.31422 -0.29600  0.08
H7 1.25131 2.07888 0.92014  0.10

---

Record 4
Entry from OMol25: C4H7N3 in the gas phase at a distorted geometry (ωB97M-V with the def2-TZVPD basis set).

Summary:
Structure (SMILES): NN1C=N[C@@H]2C[C@@H]21
Energy relative to the best compared isomer or geometry (same formula, charge and spin) (kJ/mol): 588.4

Each line ends with the Löwdin charge.
Cartesian coordinates (Å):
N1 -1.94513 -0.75071 -0.72100  -0.02
N2 -0.79339 -0.59414 0.25445  -0.10
C1 0.41966 -1.38825 0.10784  -0.14
N3 1.45830 -0.66589 -0.03324  0.07
C2 1.20733 0.53969 -0.27135  -0.51
C3 0.68221 1.25366 1.01445  -0.04
C4 -0.14324 0.71997 -0.23945  -0.23
H1 -2.58598 -1.47280 -0.16038  0.11
H2 -1.71973 -1.05512 -1.72972  0.09
H3 0.20418 -2.47361 0.50268  0.15
H4 1.98043 1.18336 -0.91094  0.18
H5 0.91631 2.47866 0.83258  0.14
H6 1.13171 0.79615 2.07375  0.16
H7 -0.81266 1.42904 -0.71969  0.13

---

Record 5
Entry from OMol25: C4H7N3 in the gas phase (ωB97M-V with the def2-TZVPD basis set).

Summary:
Structure (SMILES): NC1=C[C@]2(N)N[C@H]12
Energy relative to the best compared isomer or geometry (same formula, charge and spin) (kJ/mol): 347.0

Each line ends with the Löwdin charge.
Cartesian coordinates (Å):
N1 -1.45428 -0.46804 1.95478  0.13
C1 -0.70541 -0.19073 0.85682  -0.39
C2 -0.72224 0.81360 -0.04674  -0.02
C3 0.41716 0.30251 -0.84941  -0.45
N2 1.44640 1.08921 -1.27595  0.15
N3 0.34246 -1.04235 -1.11442  0.04
C4 0.42558 -1.08318 0.42358  -0.11
H1 -1.43015 -1.43207 2.25433  0.09
H2 -2.33108 0.01627 2.07911  0.10
H3 -1.43590 1.58939 -0.30869  0.08
H4 1.97096 0.83594 -2.09871  0.10
H5 1.41965 2.06757 -1.03829  0.10
H6 1.21984 -1.40772 -1.48415  0.10
H7 1.39902 -0.75779 0.80177  0.08

---

Record 6
Entry from OMol25: C4H7N3 in the gas phase at a distorted geometry (ωB97M-V with the def2-TZVPD basis set).

Summary:
Structure (SMILES): Nc1c[nH]c(N)c1
Energy relative to the best compared isomer or geometry (same formula, charge and spin) (kJ/mol): 206.4

Each line ends with the Löwdin charge.
Cartesian coordinates (Å):
N1 -1.57078 0.80158 -1.66912  0.08
C1 -0.63776 0.17883 -0.83132  -0.37
C2 0.10134 -0.94769 -1.05120  -0.08
N2 0.79082 -1.29222 0.14812  0.08
C3 0.54995 -0.29253 1.01328  -0.47
N3 1.30953 0.23580 2.02176  0.07
C4 -0.42140 0.59002 0.52582  -0.08
H1 -1.45816 0.56458 -2.64600  0.08
H2 -1.56829 1.80854 -1.55145  0.08
H3 0.15776 -1.60030 -1.90682  0.10
H4 1.67038 -1.78935 0.14922  0.15
H5 0.76581 1.21440 1.77525  0.15
H6 1.57406 -0.32531 2.85215  0.09
H7 -1.26323 0.85364 1.17030  0.12

---

Record 7
Entry from OMol25: C4H7N3 in the gas phase at a distorted geometry (ωB97M-V with the def2-TZVPD basis set).

Summary:
Energy relative to the best compared isomer or geometry (same formula, charge and spin) (kJ/mol): 380.8

Each line ends with the Löwdin charge.
Cartesian coordinates (Å):
C1 -0.06144 -1.15952 -1.23644  -0.05
C2 1.29326 -0.11662 1.31188  -0.06
N1 0.03413 0.16606 1.40221  -0.05
C3 -0.68517 0.84360 0.34645  -0.36
N2 -1.37699 1.84463 0.67405  0.15
C4 -0.26854 0.35772 -1.10825  -0.43
N3 -0.16970 1.23857 -1.95617  0.22
H1 0.87066 -1.38836 -1.76319  0.08
H2 -0.88910 -1.55874 -1.83028  0.08
H3 -0.07687 -1.68424 -0.27552  0.06
H4 1.86751 0.34604 0.51658  0.08
H5 1.74686 -0.82213 1.99786  0.07
H6 -0.52492 -0.27919 2.12592  0.15
H7 -1.75969 2.21217 -0.20510  0.06

---

Record 8
Entry from OMol25: C4H7N3 in the gas phase at a distorted geometry (ωB97M-V with the def2-TZVPD basis set).

Summary:
Structure (SMILES): Cc1nncn1C
Energy relative to the best compared isomer or geometry (same formula, charge and spin) (kJ/mol): 174.6

Each line ends with the Löwdin charge.
Cartesian coordinates (Å):
C1 0.75086 1.81844 0.01519  -0.04
C2 -0.35197 0.83489 -0.03087  -0.44
N1 -1.59715 1.15939 -0.03471  0.03
N2 -2.38515 0.06391 0.07628  0.01
C3 -1.60955 -0.92323 0.00268  -0.22
N3 -0.27144 -0.56042 -0.09436  -0.06
C4 0.92166 -1.47966 0.03990  0.00
H1 0.00690 2.65737 -0.38772  0.12
H2 1.48235 1.45631 -0.75896  0.07
H3 1.29150 1.99811 1.08082  0.13
H4 -1.82032 -2.05538 -0.11396  0.15
H5 1.18727 -1.25083 1.14378  0.13
H6 0.77642 -2.48764 -0.18661  0.05
H7 1.61861 -1.23127 -0.75146  0.08

---

Record 9
Entry from OMol25: C4H7N3 in the gas phase (ωB97M-V with the def2-TZVPD basis set).

Summary:
Structure (SMILES): Nc1c[nH]c(N)c1
Energy relative to the best compared isomer or geometry (same formula, charge and spin) (kJ/mol): 3.2

Each line ends with the Löwdin charge.
Cartesian coordinates (Å):
N1 2.47454 -0.39713 -0.26621  0.06
C1 1.12786 0.00248 -0.11185  -0.36
C2 0.65481 1.29205 -0.08110  -0.09
N2 -0.71754 1.22394 0.05293  0.05
C3 -1.11909 -0.07559 0.08276  -0.40
N3 -2.50114 -0.35289 0.18918  0.08
C4 0.00303 -0.86803 -0.01195  -0.01
H1 3.08511 0.06116 0.39946  0.08
H2 2.57857 -1.39469 -0.14968  0.07
H3 1.17047 2.23833 -0.15053  0.11
H4 -1.34970 1.99670 0.17658  0.15
H5 -2.93295 -0.38266 -0.72880  0.08
H6 -2.65559 -1.25396 0.62489  0.08
H7 0.03253 -1.95086 -0.02707  0.10

---

Record 10
Entry from OMol25: C4H7N3 in the gas phase at a distorted geometry (ωB97M-V with the def2-TZVPD basis set).

Summary:
Structure (SMILES): [H]/N=C(\C#N)NCC
Energy relative to the best compared isomer or geometry (same formula, charge and spin) (kJ/mol): 300.5

Each line ends with the Löwdin charge.
Cartesian coordinates (Å):
H1 -1.37814 1.71086 -1.99647  0.05
N1 -0.76048 1.55319 -1.21243  0.13
C1 -0.97319 0.38946 -0.72291  -0.50
C2 -1.86458 -0.62829 -1.27131  -0.13
N2 -2.57292 -1.45069 -1.66959  0.16
N3 -0.36726 -0.01270 0.39009  -0.10
C3 0.78384 0.61731 0.95806  -0.11
C4 1.67218 -0.68958 0.20767  -0.02
H2 -0.53940 -0.89725 0.82392  0.13
H3 1.05108 1.56402 0.46391  0.09
H4 0.40708 0.98827 1.97406  0.13
H5 1.17279 -1.44296 -0.49393  0.09
H6 2.17189 -1.29719 0.94037  0.04
H7 2.31657 -0.13348 -0.45456  0.05

---

Record 11
Entry from OMol25: C4H7N3 in the gas phase at a distorted geometry (ωB97M-V with the def2-TZVPD basis set).

Summary:
Structure (SMILES): CN(C)/N=C\C#N
Energy relative to the best compared isomer or geometry (same formula, charge and spin) (kJ/mol): 200.3

Each line ends with the Löwdin charge.
Cartesian coordinates (Å):
C1 1.96461 -0.28461 -0.00857  -0.05
N1 0.54167 -0.07656 -0.20548  -0.28
C2 0.03740 1.24791 0.01427  -0.06
N2 -0.19257 -1.14810 -0.06416  0.04
C3 -1.46449 -1.32284 0.00128  -0.17
C4 -2.51394 -0.32613 -0.02136  -0.22
N3 -3.28030 0.56495 -0.07627  0.13
H1 2.14199 -1.22342 -0.52900  0.08
H2 2.56801 0.55036 -0.43816  0.10
H3 2.21185 -0.43340 1.04902  0.09
H4 0.88975 1.92218 -0.05613  0.08
H5 -0.45372 1.40405 0.99945  0.10
H6 -0.65586 1.46906 -0.78090  0.08
H7 -1.79442 -2.34346 0.11599  0.09

---

Record 12
Entry from OMol25: C4H7N3O in the gas phase at a distorted geometry (ωB97M-V with the def2-TZVPD basis set).

Summary:
Structure (SMILES): [H]/N=C/NC(=C)C(N)=O
Energy relative to the best compared isomer or geometry (same formula, charge and spin) (kJ/mol): 532.9

Each line ends with the Löwdin charge.
Cartesian coordinates (Å):
H1 1.20965 2.74208 0.48497  0.12
N1 0.85480 1.59359 0.39940  -0.05
C1 -0.14474 1.30468 1.39631  -0.19
N2 -0.57399 -0.07965 1.28758  0.00
C2 -0.59026 -0.46753 -0.17695  -0.24
C3 -1.71961 -0.99480 -0.63945  0.07
C4 0.64701 -0.81604 -1.10104  -0.39
N3 1.96925 -0.92304 -0.37059  0.07
O1 0.14621 -1.23628 -2.17125  -0.01
H2 -0.62018 2.09553 2.28495  0.17
H3 -1.36585 -0.35054 1.91407  0.13
H4 -2.75528 -0.75815 -0.29146  0.10
H5 -1.63612 -1.29026 -1.59164  0.01
H6 2.60948 -0.90578 -1.40975  0.19
H7 1.96963 0.08619 -0.01513  0.03